# C18H36FN2O5S2

A cluster of 3 separate species, C18H36FN2O5S2 in total at a distorted geometry (ωB97M-V/def2-TZVPD, the Open Molecules 2025 dataset).

HOMO-LUMO gap in eV: 8.5
Electronic energy in eV: -56841.194
HOMO in eV: -11.30
M in g/mol: 443.6
F_max in eV/Å: 6.03
Net charge: +1

Geometry (Å):
C -2.118 0.564 -3.458
C -3.114 0.105 -2.251
O -2.645 -1.127 -1.641
C -2.977 -2.277 -2.464
C -1.767 -3.335 -2.482
O -0.606 -2.650 -3.012
C 0.443 -2.488 -2.029
C 0.952 -0.942 -2.107
O 0.293 -0.255 -1.013
C 0.761 1.087 -0.854
N 2.061 1.171 -0.051
C 2.822 2.441 -0.345
C 3.914 2.154 -1.517
F 3.316 1.751 -2.754
C 1.877 0.871 1.398
C 1.739 -0.635 1.828
C 1.596 -0.905 3.345
N 1.576 0.047 4.409
C 1.660 1.406 3.979
C 1.808 1.938 2.532
H -1.304 1.252 -3.023
H -2.735 1.194 -4.205
H -1.696 -0.332 -4.023
H -4.187 -0.021 -2.669
H -3.116 0.975 -1.489
H -3.222 -1.956 -3.550
H -3.921 -2.788 -2.068
H -2.082 -4.191 -3.195
H -1.621 -3.809 -1.454
H 1.289 -3.222 -2.259
H 0.113 -2.649 -0.946
H 0.711 -0.515 -3.145
H 2.109 -0.954 -2.017
H 0.942 1.578 -1.888
H -0.044 1.724 -0.339
H 2.648 0.393 -0.434
H 3.452 2.814 0.547
H 2.048 3.229 -0.666
H 4.626 1.354 -1.074
H 4.561 3.108 -1.610
H 1.743 -1.485 1.061
H 1.509 -2.025 3.652
H 1.646 2.206 4.810
H 1.890 3.032 2.231
C -1.664 -4.400 2.588
S 0.076 -4.749 2.916
O 0.886 -3.953 1.939
C 0.037 -6.455 2.327
H -1.863 -3.360 2.850
H -1.883 -4.555 1.530
H -2.288 -5.052 3.201
H -0.289 -6.482 1.286
H -0.643 -7.039 2.949
H 1.042 -6.869 2.403
C -1.374 5.030 2.451
S -0.711 4.593 0.831
O 0.779 4.497 0.966
C -1.081 6.174 0.042
H -1.214 4.190 3.128
H -0.860 5.911 2.839
H -2.444 5.227 2.366
H -0.584 6.984 0.580
H -2.160 6.333 0.035
H -0.713 6.142 -0.984